{
  "formula": "C14H53O15P",
  "method": "wB97M-V/def2-TZVPD",
  "total_charge": 0,
  "de_lowest_kj_mol": 2522.6,
  "energy_ev": -55350.085,
  "multiplicity": 1,
  "symbols": ["H", "O", "C", "H", "P", "O", "H", "C", "H", "H", "H", "H", "O", "H", "H", "H", "H", "H", "H", "H", "H", "H", "O", "O", "C", "H", "H", "H", "H", "C", "H", "H", "H", "C", "H", "O", "H", "O", "H", "O", "H", "H", "H", "H", "H", "H", "C", "H", "H", "C", "C", "H", "H", "C", "C", "H", "H", "H", "O", "O", "H", "H", "O", "C", "O", "O", "H", "H", "O", "H", "H", "C", "H", "O", "H", "H", "H", "H", "C", "H", "H", "H", "C"],
  "xyz": [[1.52574, -1.58730, 2.35504], [2.36755, -1.49564, -0.69025], [3.38834, -2.36999, -1.08876], [0.11092, 0.60103, -1.27024], [-3.91383, 0.05405, 1.76361], [-3.34339, 1.58585, 1.95476], [-1.31064, -2.56160, -1.24411], [0.31970, -0.49444, -0.44111], [4.19542, -1.83448, -1.58874], [1.95611, 3.08939, 1.32351], [0.59162, 0.14518, -2.78652], [2.71577, 0.66235, -1.22608], [0.48367, -3.13514, 3.25234], [-5.58671, -1.95292, 2.62443], [-0.80925, -0.68769, 0.67733], [1.77439, 1.69702, -1.09451], [0.24915, -1.06692, 3.45388], [-2.83670, 3.03631, -0.65451], [-1.20430, 2.21459, 0.73127], [1.18384, -0.40427, -1.09932], [0.76401, 2.81888, -2.13315], [-0.54731, -0.83835, -1.00513], [-2.20014, 3.68232, -0.33974], [1.78054, 3.99384, -0.50048], [-5.54052, -1.24430, 3.45137], [2.55146, 0.15209, -3.85952], [0.96014, -3.38095, -2.24886], [-5.20199, -1.85801, 4.28615], [-0.47654, 2.60050, -0.82560], [0.54064, -1.84249, 2.74563], [1.55464, 0.55864, 3.14770], [2.73660, -0.47072, -2.31382], [3.87122, -2.71250, -0.17355], [3.71975, 0.63364, -0.80259], [-0.25345, 3.71872, 0.47067], [0.81598, -0.66735, -3.24595], [0.81399, 2.19407, 0.20588], [-4.83187, -0.11750, 0.60646], [1.24382, -3.30758, 3.81272], [-4.57170, -0.19902, 3.24755], [-0.39134, -4.12194, -0.63654], [0.47480, -1.69813, -1.82604], [-3.84895, 2.96948, 0.56917], [3.48681, 0.30064, 1.09546], [-2.04765, -0.17205, -2.58615], [-1.68917, -2.10407, 0.25010], [2.22012, -0.68777, -3.24883], [-0.40226, 0.85972, 2.86907], [-0.68492, -1.32414, -2.87188], [1.69490, 2.82940, 0.29770], [-0.97959, 3.02824, 0.04164], [2.65859, 4.36027, -0.37264], [1.23428, -2.71384, -0.69629], [-4.13915, 2.70265, 1.58538], [-1.82373, -1.06220, 0.54079], [1.80805, 0.09605, 1.39383], [-6.51140, -0.80100, 3.67267], [-3.91937, 3.60995, 2.14804], [-0.69694, -3.30297, -1.03339], [-2.56823, -0.89177, 1.69238], [-2.27400, -0.58171, -0.32783], [3.95045, 1.64316, -0.46240], [3.76201, -0.19594, 0.32133], [1.23954, 1.84322, -2.03295], [-0.09141, 0.57557, 2.00638], [-1.94128, -1.84111, -1.31336], [1.50555, 1.77172, 1.84472], [-2.26311, -1.87415, -3.20481], [-0.01554, 0.80058, 0.00102], [4.41764, 0.20835, -1.52383], [2.79249, -0.74603, -0.26702], [0.49813, -2.73789, -1.49978], [-0.07508, 0.80993, 0.95912], [0.23020, 0.84239, -2.19172], [2.54561, 2.25471, -0.06853], [1.99128, 1.81044, -2.82157], [-0.20482, -1.70040, 1.96320], [2.53833, -1.66090, -3.62284], [1.28740, 0.73622, 2.10600], [0.53908, -1.15163, 0.40037], [3.02676, -3.16643, -1.73918], [-5.20500, 2.48324, 1.64825], [-1.71574, -1.20913, -2.53682]],
  "forces_ev_per_angstrom": [[0.1, -0.3, 0.0], [1.1, -3.5, -1.4], [1.1, 0.3, 1.0], [-1.5, 2.1, -1.5], [0.5, -0.3, -0.4], [0.2, -1.9, 0.6], [-4.4, 2.4, -1.0], [1.5, -1.2, 1.5], [0.0, -0.1, -0.5], [-0.3, 0.6, 0.2], [0.2, -1.1, -2.0], [1.2, -0.2, 0.3], [-0.2, -0.7, 0.1], [-0.2, 0.4, -0.3], [-3.3, -0.7, 1.3], [-1.5, 0.2, -1.8], [0.2, -0.4, 0.7], [0.5, -0.2, -0.3], [-0.2, 0.6, 0.0], [-0.8, -0.3, 1.1], [0.3, -0.1, 0.3], [0.9, 0.1, 0.7], [0.9, 0.7, 0.0], [-0.7, 0.6, -0.2], [0.4, -0.5, 0.1], [0.5, -0.3, -1.0], [-0.4, 0.1, -0.6], [0.0, 0.3, 0.3], [-0.9, 0.5, 0.1], [-0.2, 0.3, -0.1], [0.6, -0.2, -0.2], [-0.8, -0.7, -0.8], [0.1, -0.9, -0.1], [1.4, 1.7, -0.5], [-1.0, 0.6, 0.1], [5.2, -8.0, -6.0], [1.0, 1.3, 0.1], [0.8, 0.3, 1.4], [0.0, 0.1, 0.0], [0.9, 0.1, -1.6], [-0.7, -0.5, 0.3], [-0.4, -2.1, -0.6], [-0.8, -0.1, 0.5], [0.4, 0.2, 0.2], [-0.2, 0.0, 0.1], [-0.9, 0.3, 2.6], [-0.1, 0.2, -1.3], [-1.1, 0.1, -0.1], [-0.9, 0.4, 0.0], [2.8, 1.6, 0.8], [-1.4, 0.6, -0.6], [0.0, 0.2, 0.0], [-1.2, -0.8, 0.0], [-0.6, 0.3, -1.0], [0.1, 0.9, 1.2], [-0.5, -0.1, 0.5], [0.1, 0.0, -0.2], [0.3, -0.5, 0.5], [8.3, -10.4, 2.1], [-3.3, 1.9, 3.7], [-0.4, 0.8, 1.6], [0.8, -0.1, -0.7], [3.0, 1.9, 3.1], [-0.7, 0.8, -1.8], [-0.1, -0.9, 8.4], [-5.2, 4.9, -6.6], [0.2, -0.9, 0.9], [-0.5, 0.8, -1.1], [0.8, -0.6, -4.1], [0.1, 0.5, 0.0], [-0.7, -1.5, 0.6], [3.0, -1.5, 0.0], [-1.9, 1.0, -1.6], [-3.1, 12.7, 2.7], [-0.2, -0.1, 1.4], [-0.2, -0.3, -0.4], [0.2, -0.8, 0.3], [0.5, 0.1, -0.2], [2.2, 1.1, 1.3], [0.5, 0.0, -0.8], [0.0, 0.1, 0.3], [0.0, 0.0, 0.0], [-1.2, -1.9, -1.7]],
  "lowdin_charge": [0.086, -0.353, -0.106, -0.050, 0.530, -0.241, -0.287, -0.222, 0.085, 0.108, -0.311, 0.041, -0.060, 0.085, 0.030, 0.026, 0.088, 0.065, 0.091, 0.099, 0.118, 0.076, -0.097, -0.065, -0.100, 0.088, 0.123, 0.082, 0.070, -0.163, 0.128, 0.021, 0.098, -0.110, 0.093, -0.160, 0.027, -0.239, 0.084, -0.237, 0.173, 0.054, 0.053, 0.111, 0.109, 0.125, -0.143, 0.174, 0.058, -0.260, -0.103, 0.100, 0.089, -0.106, -0.178, 0.087, 0.089, 0.097, 0.074, -0.168, 0.122, 0.114, -0.038, -0.048, -0.031, -0.265, 0.062, 0.103, -0.216, 0.127, -0.098, -0.081, -0.196, 0.017, 0.049, 0.121, 0.071, 0.099, -0.084, 0.114, 0.096, 0.092, -0.103]
}

---

{
  "formula": "C14H56N28O14",
  "method": "wB97M-V/def2-TZVPD",
  "total_charge": 0,
  "de_lowest_kj_mol": 1301.4,
  "energy_ev": -85819.020,
  "multiplicity": 1,
  "symbols": ["H", "H", "H", "H", "H", "N", "N", "C", "C", "H", "H", "H", "C", "N", "N", "H", "H", "H", "C", "N", "H", "H", "H", "H", "H", "H", "H", "N", "O", "N", "N", "N", "H", "H", "H", "O", "H", "H", "H", "H", "O", "C", "H", "H", "N", "C", "O", "N", "H", "N", "H", "H", "N", "O", "H", "N", "H", "O", "O", "H", "C", "H", "C", "N", "H", "H", "H", "H", "H", "O", "H", "H", "O", "N", "C", "H", "N", "O", "N", "C", "C", "N", "H", "N", "H", "H", "N", "N", "N", "C", "H", "H", "H", "N", "N", "C", "H", "H", "O", "O", "N", "N", "H", "H", "H", "O", "O", "H", "N", "H", "H", "C"],
  "xyz": [[-6.72493, -0.09404, 1.48323], [-1.46717, -6.03144, -3.27948], [-2.74001, 5.01502, -0.65903], [0.08171, -4.56582, -0.63374], [1.69554, -0.17848, -0.47659], [-6.00771, -2.64080, -1.66459], [7.55379, 0.54127, -3.83553], [-4.43270, -4.80671, 5.21604], [4.59134, -4.34256, 0.84108], [-4.44492, -3.20707, 4.09510], [4.16834, 4.30383, -2.86455], [3.44569, -5.71059, -0.00692], [1.04032, -4.33902, 5.07092], [-1.35426, 4.58080, -5.85619], [-5.40240, -0.71656, -2.54822], [6.60467, 2.56254, 2.78962], [2.29569, 4.69865, -7.58810], [-4.23790, 0.23460, 6.97240], [-2.20609, 3.78225, -6.47177], [-0.25119, -5.13185, -1.40114], [-4.52797, -6.64696, 5.70974], [-2.84093, -6.51734, -2.33399], [4.15499, 2.09084, -8.47700], [5.91377, 5.83365, -0.39904], [-1.11610, 0.51351, 6.22412], [-4.32251, 4.75779, -0.98913], [4.48908, 1.67496, -6.92390], [2.70645, 3.82648, -7.88924], [-4.79055, 0.41945, 3.03483], [-2.12015, 0.52381, 6.33305], [-5.79799, 2.37770, 3.09502], [-3.99387, -5.98153, 5.16932], [-2.87230, 0.37808, 5.67492], [-0.59539, 4.16381, -5.33625], [-3.70363, -6.30582, 4.25790], [-3.32392, 7.47983, 0.11746], [-4.03205, 1.03355, 8.55523], [7.40107, 5.76223, -1.17552], [5.59296, 0.58899, -2.91242], [-5.02243, 2.71626, 3.64636], [-4.82274, -4.29482, 6.25674], [2.97940, 2.91883, -7.03103], [-5.77653, 0.10037, -3.00946], [0.03620, -5.35310, 6.42459], [5.95860, -0.35119, -2.86266], [-5.61719, 1.19600, 2.56084], [-1.16020, 0.94241, -1.10249], [-6.65894, 0.85640, 1.81850], [4.91976, 2.96850, 2.66639], [3.77943, 2.04397, -7.54060], [5.49864, -1.03942, -2.28398], [4.34615, 4.64639, -1.10914], [4.05599, 0.91905, 2.92766], [2.68431, 2.94099, -5.86784], [8.39651, 0.38245, -4.36910], [5.63658, 2.29546, 2.89721], [-5.25850, -2.49362, -1.00343], [1.33051, -3.18780, 4.80295], [3.89314, -3.44258, 0.40637], [-5.74391, 7.76565, -0.32864], [-6.24471, -1.73312, -2.56584], [0.32695, -0.56069, 1.07630], [5.80205, 5.05343, -2.27233], [0.96377, 0.24827, -1.02659], [-6.54005, 2.97259, 2.75511], [4.46637, -6.37949, 1.20533], [1.14607, 0.78138, -1.86483], [-1.74541, 5.50871, -5.93409], [3.46999, 1.73765, 2.84658], [6.10835, 0.27791, 3.19039], [0.62661, -6.27723, 4.49182], [3.69779, 0.02410, 3.22910], [-3.14111, 4.13308, -7.14324], [-5.40844, 6.82544, -0.48213], [-2.52755, 0.97997, 7.46043], [5.87720, -5.03805, 2.12240], [5.42694, -4.21357, 1.75146], [-2.11840, -5.54652, -0.22198], [4.71583, 4.45589, -2.02955], [5.33474, 1.08926, 3.00137], [-1.48287, -5.56764, -1.29922], [-0.42847, -0.05488, 0.63632], [-2.48387, 1.83564, -6.82594], [4.23626, -5.59589, 0.61109], [-7.09998, 1.63709, 1.35364], [-3.72176, -4.70658, 3.35434], [-3.80479, 0.91701, 7.57806], [6.40171, 5.64514, -1.26303], [-4.28119, -4.20135, 4.02657], [-0.22308, 0.38796, -0.52722], [0.90607, -4.13975, 7.14012], [-1.09455, 2.21161, -5.89693], [3.24612, 3.68165, -8.73060], [0.98849, -5.37604, 4.21433], [0.75899, -4.66106, 6.28766], [7.05402, -0.59638, -3.46252], [5.70904, -3.26657, 1.96055], [-6.57716, -3.46870, -1.76666], [7.58250, -1.69245, -3.42475], [-1.81931, 1.43228, 8.36239], [-1.90046, -6.15136, -2.37506], [-3.62995, 5.46963, -0.80547], [-0.14430, -4.63317, -2.27292], [-1.33335, 0.01765, 1.07909], [-6.04758, 6.05213, -0.59878], [6.23622, 4.98615, -3.39322], [-7.25652, -1.74134, -3.32540], [-4.55900, -0.60014, -2.00487], [-1.93001, 2.53997, -6.35983], [7.10369, 1.43564, -3.70280], [1.54930, -5.20957, 3.39100], [-4.07443, 6.61705, -0.36607]],
  "forces_ev_per_angstrom": [[-0.1, 0.4, -0.3], [-0.1, -0.2, 0.3], [0.1, 1.1, 0.4], [-0.2, -0.1, 0.1], [0.1, 0.3, -0.5], [0.2, -2.5, 1.5], [3.7, 2.3, -3.0], [-1.1, 5.3, 1.3], [-5.6, 0.1, -2.1], [0.5, 0.0, -0.9], [-0.5, -0.2, 0.5], [0.2, -0.1, 0.2], [0.7, 2.3, -1.3], [0.3, 1.6, 0.3], [1.2, 2.9, -0.7], [-0.3, -0.1, 0.1], [0.0, -0.2, -0.5], [-0.7, 0.1, 0.8], [-0.8, 1.0, -1.1], [3.4, 2.4, -0.5], [0.5, -0.1, 0.2], [0.2, 0.1, -0.2], [-0.4, 0.2, 0.1], [0.0, -0.2, -0.2], [-0.4, -0.2, -0.9], [0.0, 0.1, -0.3], [-0.5, -0.3, 0.2], [-1.7, 3.5, -3.4], [0.7, -0.3, -0.9], [2.0, -1.2, -3.2], [0.6, 3.4, 0.8], [2.0, -7.8, -0.1], [1.2, -0.3, -0.8], [-0.1, 1.1, 0.2], [-0.2, -0.5, 0.3], [-0.7, -0.6, -0.7], [-0.9, -0.2, -0.3], [-0.3, 0.0, -0.7], [-0.4, -0.5, 0.4], [-0.4, 0.4, -0.1], [-0.8, 0.6, -0.2], [0.1, 0.7, 2.6], [0.4, -0.1, -0.1], [0.3, -0.3, 0.1], [-6.4, 0.4, 2.9], [0.3, -2.5, 2.6], [-0.3, 0.7, -1.3], [-1.2, -0.8, -2.2], [0.6, 0.1, 0.1], [4.1, -5.1, -1.4], [0.1, 0.1, -0.3], [-0.9, -0.5, -0.4], [-5.3, -1.5, -0.4], [-1.1, -0.1, 2.5], [0.0, 1.1, -0.1], [2.4, 8.9, -1.2], [-0.3, -0.7, -0.1], [0.9, 0.4, -1.3], [0.0, 1.6, -1.5], [0.0, -0.4, 0.1], [-3.5, 1.0, -2.5], [-0.5, 0.0, 0.5], [3.4, 0.7, -2.4], [3.4, -0.3, -1.7], [0.5, 0.2, 0.4], [0.1, 0.3, -0.2], [0.3, -0.4, 0.2], [1.2, 0.4, 0.8], [-0.3, -0.8, 0.2], [6.2, -7.4, 1.4], [0.6, 0.2, -0.3], [-0.3, 0.3, -0.1], [-1.8, 1.6, -0.9], [-0.9, -0.1, -0.2], [3.0, 1.7, 3.3], [0.4, 0.7, 0.1], [5.6, 1.3, 4.7], [0.4, -0.1, -1.3], [-5.4, -2.1, 2.2], [-3.1, 0.3, -0.1], [-2.0, -0.3, 4.9], [0.1, -2.8, 5.9], [0.1, 0.4, 0.0], [-1.0, -3.5, -1.6], [-0.4, -0.8, -0.3], [-0.2, 1.1, -0.3], [-4.7, 0.0, 1.1], [1.7, 1.8, 3.3], [-0.6, 1.6, -0.4], [-3.5, 2.5, -2.9], [0.0, 0.7, -0.9], [-0.2, 0.0, -0.1], [-0.7, 1.4, -0.1], [0.1, -0.2, -1.6], [-2.1, -2.5, 5.3], [1.5, -2.4, 1.5], [0.3, -0.3, 0.4], [0.4, 0.0, 0.6], [0.8, -0.7, -1.1], [0.5, 0.0, -0.1], [-2.5, -1.7, -3.1], [0.0, -4.2, -1.4], [0.7, 0.0, -0.1], [0.3, -0.1, -0.2], [0.0, 0.5, -0.1], [1.9, 0.4, -2.2], [2.0, -0.2, 1.3], [-0.3, -0.3, 0.0], [1.5, -6.1, 0.7], [0.5, -0.3, -0.3], [-0.5, -0.5, -0.2], [1.5, 3.5, 2.1]],
  "lowdin_charge": [0.117, 0.119, 0.122, 0.114, 0.114, 0.162, 0.160, -0.801, -0.825, 0.112, 0.131, 0.107, -0.769, 0.165, 0.153, 0.133, 0.132, 0.113, -0.831, 0.153, 0.131, 0.124, 0.109, 0.101, 0.130, 0.099, 0.122, 0.178, -0.003, 0.177, 0.155, 0.155, 0.109, 0.108, 0.110, -0.003, 0.126, 0.119, 0.107, 0.122, 0.027, -0.838, 0.114, 0.107, 0.158, -0.759, -0.014, 0.160, 0.111, 0.153, 0.126, 0.112, 0.173, 0.033, 0.121, 0.173, 0.113, 0.026, 0.003, 0.110, -0.745, 0.118, -0.838, 0.180, 0.109, 0.103, 0.123, 0.120, 0.106, 0.123, 0.103, 0.125, 0.037, 0.143, -0.827, 0.128, 0.194, -0.016, 0.172, -0.941, -0.770, 0.179, 0.125, 0.149, 0.105, 0.103, 0.159, 0.168, 0.163, -0.832, 0.124, 0.110, 0.113, 0.153, 0.151, -0.821, 0.140, 0.122, 0.034, 0.008, 0.168, 0.161, 0.108, 0.132, 0.094, 0.035, -0.026, 0.107, 0.164, 0.113, 0.105, -0.726]
}

---

no.,HOMO (eV),lowest unoccupied orbital energy (eV)
1,-7.43,-0.3
2,-9.36,-0.3